Entry 1:
12
Properties=species:S:1:pos:R:3:forces:R:3 method="wB97M-V/def2-TZVPD" smiles="C1=N[C@H]1N1C[NH2+]1" fmax_ev_per_a=4.62 homo_ev=-14.90 homo_lumo_gap_ev=11.003 charge=+1 relative_energy_ev=5.169
C -2.178 0.811 -0.566 0.343 0.087 -0.551
C 1.290 -0.229 0.245 2.002 1.289 3.147
C -0.838 1.204 -0.522 2.409 -2.607 -0.765
N -1.738 0.867 0.612 0.458 0.923 0.156
N 0.325 -0.105 -0.731 -1.991 3.252 -2.604
N 0.132 -1.138 0.168 0.033 -1.853 1.261
H -3.023 0.643 -1.182 -0.884 -0.336 -0.095
H 2.290 -0.613 0.017 -0.504 -0.120 -0.328
H 1.361 0.469 1.232 -0.731 -1.641 -2.329
H -0.306 2.045 -1.018 -0.527 -0.264 1.292
H 0.108 -2.151 -0.118 0.381 1.417 -0.003
H -0.500 -0.903 0.908 -0.988 -0.146 0.820

***

Entry 2:
33
Properties=species:S:1:pos:R:3:forces:R:3 method="wB97M-V/def2-TZVPD" fmax_ev_per_a=1.82 homo_ev=-13.24 homo_lumo_gap_ev=10.608 charge=+1 relative_energy_ev=0.990
O -1.388 -0.913 1.814 -0.359 -0.065 0.036
C -0.482 -0.126 1.662 1.612 0.128 -0.097
N -0.139 0.871 2.493 0.238 0.269 0.069
C 0.929 1.830 2.214 -0.120 -0.289 -0.649
C 0.500 -0.292 0.423 -1.467 -0.044 0.318
N -0.083 -1.413 -0.365 0.680 -0.752 -1.454
C 0.173 -1.311 -1.839 0.082 -1.486 -0.645
H -0.554 0.928 3.409 -0.405 -0.229 -0.153
H 1.906 1.349 2.251 0.167 0.232 0.683
H 0.855 2.127 1.172 -0.233 0.506 -0.053
H 0.811 2.715 2.854 0.281 -0.495 -0.185
H 0.459 0.620 -0.188 0.120 -0.264 0.116
H 1.541 -0.540 0.664 -0.359 0.192 0.157
H -1.108 -1.369 -0.411 -0.029 0.098 1.198
H 0.165 -2.392 0.016 -0.837 1.578 -0.330
H -0.278 -0.397 -2.213 0.516 0.120 -0.016
H -0.332 -2.145 -2.330 -0.553 0.067 0.301
H 1.187 -1.552 -2.158 0.295 0.971 0.496
H -0.468 2.178 -2.068 0.346 -0.620 0.681
H -0.223 3.529 -1.793 0.193 0.332 1.022
O -0.251 2.703 -1.275 -0.784 0.557 -1.298
H 4.103 1.015 0.033 -0.053 -0.665 0.026
H 3.607 2.225 -0.577 -0.483 0.295 -0.320
O 3.346 1.301 -0.493 0.571 0.346 0.429
H -1.859 -3.042 0.686 -0.210 0.131 -0.120
H -1.053 -3.769 1.687 0.284 -0.207 -0.095
O -1.057 -3.571 0.740 -0.141 -0.449 0.424
H 2.151 1.947 -2.746 -0.030 0.206 -0.346
H 1.752 0.823 -1.876 -0.077 0.215 -0.440
O 1.467 1.275 -2.690 0.485 -0.636 0.234
H -3.452 0.165 -1.240 -0.375 -0.368 0.177
H -4.311 -1.048 -0.756 -0.485 0.115 0.075
O -3.432 -0.772 -0.996 1.131 0.211 -0.238

***

Entry 3:
92
Properties=species:S:1:pos:R:3:forces:R:3 method="wB97M-V/def2-TZVPD" smiles="C=CCc1c(C)c2c(c(CCCCNC(C)=O)c1CCN)C(=O)c1c(OC#N)c(B(N)O)c(CC=O)c(CCCCl)c1C2=O.O=C1OCCO1" fmax_ev_per_a=4.91 homo_ev=-8.10 homo_lumo_gap_ev=6.972 charge=0
C 3.625 -4.584 2.480 -0.494 -0.054 -1.325
C 3.239 -4.361 1.152 -0.030 -0.032 2.243
C 1.750 -3.907 0.924 0.270 -1.098 0.121
C 1.604 -2.588 0.116 -0.615 1.839 -2.074
C 2.370 -1.345 0.425 0.007 0.560 -0.526
C 3.384 -1.279 1.631 -1.132 -1.445 -0.523
C 2.218 -0.123 -0.370 -1.794 -1.983 -0.913
C 1.260 -0.157 -1.513 0.309 -0.187 0.970
C 0.445 -1.316 -1.853 1.904 -0.424 1.734
C -0.562 -1.230 -3.043 -0.019 0.461 0.667
C -1.677 -0.151 -2.682 0.124 -0.043 -0.210
C -3.073 -0.796 -2.300 0.192 1.050 0.426
C -3.591 -0.355 -0.858 0.524 -1.084 -0.322
N -4.868 0.410 -0.929 0.152 1.021 2.168
C -5.590 0.354 0.315 -0.859 -0.795 0.877
C -6.045 1.656 1.078 0.064 0.143 -0.863
O -5.895 -0.713 0.827 0.632 0.915 -0.685
C 0.636 -2.541 -1.012 0.593 1.049 0.128
C -0.264 -3.768 -1.406 -0.514 0.790 0.286
C 0.152 -4.458 -2.778 0.002 -0.112 -0.473
N 1.363 -3.928 -3.418 -0.448 -0.587 -0.066
C 1.184 1.168 -2.342 0.333 -0.930 0.894
O 1.113 1.150 -3.551 -0.134 0.454 0.901
C 1.257 2.468 -1.487 -0.753 0.622 -0.310
C 0.384 3.584 -1.876 3.341 0.373 3.575
O -0.497 3.458 -2.967 1.479 1.408 -1.429
C 0.104 3.879 -4.126 -0.404 -1.642 0.689
N 0.617 3.960 -5.163 -0.699 0.465 1.145
C 0.493 4.821 -1.055 0.728 -1.704 -0.094
B -0.440 6.044 -1.501 -0.652 1.162 -0.344
N -1.296 6.794 -0.538 -0.010 -1.188 -1.439
O -0.501 6.483 -2.859 0.157 -1.266 1.332
C 1.419 4.872 0.106 -0.299 -1.655 -0.628
C 1.562 6.161 0.972 0.024 -0.246 -0.508
C 0.976 6.054 2.415 1.040 0.702 0.461
O 1.675 6.400 3.349 -0.653 -0.349 -0.671
C 2.264 3.702 0.504 -1.055 0.005 -2.076
C 3.221 3.746 1.723 0.145 0.615 0.303
C 2.592 3.237 3.087 -0.141 -0.820 -0.051
C 1.363 2.266 2.941 0.821 -0.674 1.073
Cl -0.262 3.086 3.129 0.729 -0.461 -0.340
C 2.168 2.502 -0.342 -1.019 1.447 -0.267
C 3.003 1.197 -0.094 -0.844 -0.466 -0.519
O 4.165 1.204 0.249 -0.930 0.172 -0.066
H 3.016 -5.302 3.085 -0.375 1.879 0.045
H 4.463 -4.053 2.983 0.441 -1.649 -0.892
H 3.975 -4.535 0.334 -0.499 1.618 0.419
H 1.202 -4.778 0.491 0.165 1.084 -0.083
H 1.286 -3.717 1.931 0.594 -0.318 -0.813
H 3.018 -2.053 2.360 0.473 1.042 -0.409
H 4.382 -1.656 1.283 -0.745 0.683 0.386
H 3.429 -0.270 2.096 0.114 -0.803 -0.462
H 0.001 -0.952 -3.967 -0.501 -0.075 0.798
H -1.090 -2.188 -3.256 0.665 0.636 0.308
H -1.767 0.576 -3.535 -0.081 -0.724 0.799
H -1.332 0.437 -1.795 -0.154 -0.374 -0.781
H -3.833 -0.400 -3.020 0.520 -0.846 0.494
H -2.985 -1.912 -2.327 -0.346 0.990 -0.182
H -3.731 -1.283 -0.243 -0.213 1.006 -0.519
H -2.848 0.277 -0.308 -0.289 -0.557 -0.589
H -4.610 1.396 -1.021 -0.176 -0.362 -0.464
H -5.856 2.580 0.474 -0.099 -0.668 0.619
H -5.531 1.728 2.072 -0.262 -0.194 -1.041
H -7.141 1.598 1.289 0.909 -0.114 -0.266
H -1.290 -3.327 -1.569 0.920 -0.488 0.298
H -0.396 -4.489 -0.557 0.350 0.599 -0.919
H 0.280 -5.572 -2.698 -0.166 1.036 0.340
H -0.683 -4.316 -3.521 0.757 -0.172 0.760
H 1.209 -3.043 -3.889 0.228 -0.116 0.384
H 2.164 -3.906 -2.795 -0.236 0.250 -0.191
H -1.730 7.564 -1.052 0.031 -0.149 0.377
H -2.054 6.178 -0.222 0.481 0.392 0.527
H -1.430 6.539 -3.134 0.428 0.422 0.058
H 2.661 6.390 1.046 -1.107 -0.177 0.258
H 1.103 7.071 0.504 0.133 -1.013 0.248
H -0.068 5.717 2.647 0.606 0.191 -0.813
H 4.160 3.160 1.544 -1.159 0.438 -0.178
H 3.570 4.801 1.901 -0.428 -0.985 -0.287
H 3.397 2.639 3.602 -0.794 0.541 -0.466
H 2.316 4.047 3.803 0.217 -0.486 -0.796
H 1.360 1.645 2.017 -0.152 0.747 0.552
H 1.423 1.541 3.799 -0.303 0.741 -0.818
C -2.432 -6.563 1.740 -0.531 -0.212 -0.234
C -2.221 -5.447 2.725 -0.415 0.399 0.230
O -0.891 -5.678 3.184 0.097 -0.221 -0.309
C -0.247 -6.387 2.221 0.393 -0.130 0.085
O 0.923 -6.601 2.213 -0.226 -0.018 0.009
O -1.112 -6.818 1.265 0.182 0.227 0.253
H -3.092 -6.280 0.921 0.190 -0.065 -0.083
H -2.820 -7.470 2.210 0.055 0.035 0.008
H -2.268 -4.460 2.257 0.029 -0.047 -0.009
H -2.929 -5.479 3.552 0.205 0.002 0.079